1.
Molecular formula: F2Pt3
Method: DFT, ωB97M-V/def2-TZVPD

XYZ file:
```
5
Properties=species:S:1:pos:R:3:forces:R:3
Pt 1.523774 -0.768420 -1.436652 1.0117 -0.4789 1.5503
F 1.763974 -0.476190 1.389098 -2.2127 1.0439 -1.7328
Pt -0.168596 0.635400 1.641188 2.5676 -0.9851 1.7797
Pt -2.510466 0.756690 -1.274212 -0.2576 -0.4489 -0.2065
F -0.608686 -0.147480 -0.319422 -1.1090 0.8689 -1.3907
```
Positions in Å, forces in eV/Å.

Calculated values
E_LUMO (alpha / beta) ... -22.44 / -24.19 eV
Net charge ... +4
Strongest force on any atom ... 0.06370 hartree/bohr
⟨S²⟩ ... 12.033
Orbital gap (alpha / beta) ... 0.280 / 0.186 Ha
HOMO energy (alpha / beta) ... -30.1 / -29.2 eV
2S+1 ... 7

How positive or negative is each atom? The Löwdin charges in e answer that: 1.62, -0.32, 1.55, 1.80, -0.65

=====

2.
Molecular formula: C3H4ClN
Method: DFT, ωB97M-V/def2-TZVPD

XYZ file:
```
9
Properties=species:S:1:pos:R:3:forces:R:3
N 0.063633 0.061096 1.367118 0.5384 -0.5947 -0.7424
C 0.199097 -0.518554 0.121225 -0.4828 0.1199 0.1408
Cl -0.816126 -0.917324 2.505708 0.0813 0.8200 -0.3633
H 0.435982 -1.519920 0.080217 0.1238 -2.2088 0.3606
H 1.331790 1.718098 -2.455129 0.0693 0.2832 -0.3430
H -2.459047 -1.077465 -0.091031 0.2448 0.0225 -0.0384
C 0.508989 0.181817 -1.017335 0.1501 1.4810 0.5431
C 0.924252 1.044837 -1.756108 -0.0612 -0.2315 -0.3938
H -0.188570 1.027415 1.245335 -0.6637 0.3085 0.8363
```
Positions in Å, forces in eV/Å.

Calculated values
E_LUMO (alpha / beta) ... -0.32 / -0.51 eV
Net charge ... 0
Strongest force on any atom ... 0.04359 hartree/bohr
Orbital gap (alpha / beta) ... 0.355 / 0.254 Ha
HOMO energy (alpha / beta) ... -10.0 / -7.4 eV
2S+1 ... 1

Atomic partial charges in e from the Löwdin method, atoms 1 to 5: -0.43, -0.33, 0.55, 0.06, 0.02

=====

3.
Molecular formula: C2H5NOS
Method: DFT, ωB97M-V/def2-TZVPD

XYZ file:
```
10
Properties=species:S:1:pos:R:3:forces:R:3
H -0.687726 -2.410606 -0.290914 -1.4462 0.9379 0.4950
H -0.642191 1.247649 1.338117 -0.2470 -0.2059 -4.1974
H -1.506842 1.339977 -0.597818 1.1426 0.8183 0.8993
C -0.576602 1.161921 0.003250 -0.2651 -2.5701 2.3660
N -0.143119 -0.216281 -0.472917 -1.2575 -0.6431 3.1405
C 1.237851 -0.435452 0.085812 -3.1109 2.5087 -2.5298
H 0.396945 1.426637 -0.299972 0.1074 3.5399 -0.3983
S -1.524105 -1.308175 0.043017 3.2752 -1.1625 -1.1214
O 1.824573 -1.434273 -0.014590 1.2370 -2.0044 0.7521
H 1.621218 0.628599 0.206019 0.5645 -1.2189 0.5940
```
Positions in Å, forces in eV/Å.

Calculated values
E_LUMO ... 0.41 eV
Net charge ... 0
Strongest force on any atom ... 0.09198 hartree/bohr
Orbital gap ... 0.346 Ha
HOMO energy ... -9.0 eV
2S+1 ... 1

Atomic partial charges in e from the Löwdin method, atoms 1 to 5: -0.10, 0.17, 0.08, -0.20, -0.49

=====

4.
Molecular formula: C3H4O2
Method: DFT, ωB97M-V/def2-TZVPD

XYZ file:
```
9
Properties=species:S:1:pos:R:3:forces:R:3
H -0.812807 1.910158 0.346130 0.1482 -0.3201 0.3302
H 0.983870 1.569706 0.091411 0.0365 0.0478 -0.3640
O 1.081980 -2.172590 -0.108332 -0.4621 0.4576 -0.0138
H 1.490898 -0.571890 -1.232374 0.1299 0.2111 0.0960
O -1.425096 -0.717248 0.336859 0.1941 -0.0018 -0.0235
C -0.235271 -0.131629 0.059818 0.2461 0.3191 -0.1168
C -0.019513 1.181954 0.173501 0.0844 -0.0716 -0.1961
H -1.932273 -0.029614 0.786013 -0.3060 -0.2831 -0.0052
C 0.868211 -1.038848 -0.453026 -0.0713 -0.3589 0.2933
```
Positions in Å, forces in eV/Å.

Calculated values
E_LUMO ... 0.23 eV
Net charge ... 0
Strongest force on any atom ... 0.01265 hartree/bohr
Structure (SMILES) ... C=C(O)C=O
Orbital gap ... 0.365 Ha
HOMO energy ... -9.7 eV
2S+1 ... 1

Atomic partial charges in e from the Löwdin method, atoms 1 to 5: 0.07, 0.06, 0.08, 0.12, 0.06

=====

5.
Molecular formula: C4H11NO
Method: DFT, ωB97M-V/def2-TZVPD

XYZ file:
```
17
Properties=species:S:1:pos:R:3:forces:R:3
H -1.000804 2.147010 2.101924 -0.2708 -0.4100 0.4389
N -0.470046 -0.940116 -0.853233 -0.0508 -0.2124 -0.1493
C -0.517527 1.358612 0.125978 0.6113 -0.8372 0.0309
H -1.242111 -1.582557 -0.737509 -0.1783 0.2602 0.1095
C 0.615420 -1.652739 -1.455934 -0.1109 0.6022 -0.3479
H -1.548554 1.429596 -0.197483 -0.2242 0.3217 -0.0405
H 0.207377 -2.132931 -2.350231 0.1348 -0.0326 -0.0642
O 1.253911 -2.587930 -0.631006 0.2848 -0.7248 0.7447
H 0.894576 -0.159536 0.503556 0.0392 -0.2736 0.2018
H -0.675559 -0.512693 1.216936 -0.0911 -0.1151 0.1365
H 0.710780 1.716604 1.844610 0.0473 0.1501 0.2150
H 1.433388 -0.981330 -1.732492 -0.3049 0.1838 -0.1968
C -0.182228 -0.132521 0.324621 0.2656 0.5349 -0.2511
C -0.187487 2.135324 1.395627 -0.1543 0.5998 -0.6350
H -0.030054 3.196321 1.176909 0.2500 -0.1417 -0.0337
H 0.597759 -2.980269 -0.043353 0.0653 -0.0786 -0.1251
H 0.141162 1.679160 -0.688919 -0.3129 0.1731 -0.0337
```
Positions in Å, forces in eV/Å.

Calculated values
E_LUMO ... 0.94 eV
Net charge ... 0
Strongest force on any atom ... 0.02095 hartree/bohr
Structure (SMILES) ... CCCNCO
Orbital gap ... 0.371 Ha
HOMO energy ... -9.2 eV
2S+1 ... 1

Atomic partial charges in e from the Löwdin method, atoms 1 to 5: 0.06, -0.06, -0.25, 0.11, -0.33

=====

6.
Molecular formula: C34H58N11O11
Method: DFT, ωB97M-V/def2-TZVPD

XYZ file:
```
114
Properties=species:S:1:pos:R:3:forces:R:3
H 4.942921 1.698752 -1.658147 -0.4983 -0.1817 -0.9781
H 5.181511 2.399705 0.999706 -0.2754 -0.2382 0.1923
N -4.098129 -0.076184 -3.087085 -1.0239 2.3747 4.2263
H -4.788475 -7.104771 -3.867712 -1.5783 0.3189 0.4804
H -6.654913 -5.877859 -2.679213 -0.6949 0.6741 0.1553
C -0.648747 -0.082758 0.177719 -2.1666 -0.6745 0.0773
C -7.001161 2.512108 1.400655 1.4937 -2.5570 -0.0529
C 0.452215 0.073321 2.998642 -0.2786 -0.7534 -6.0254
H -3.041464 5.351101 -4.151204 0.8913 0.7054 -1.3735
H -3.875281 -5.907792 -0.234509 -0.1778 0.7941 -0.1749
O -4.100871 -0.620905 -1.938157 0.9266 0.7698 -2.7114
C 7.818485 -0.004943 1.055390 -1.4543 0.3328 -0.2382
C 7.270280 3.677495 3.328586 -0.7008 -0.6807 0.1167
N -2.714753 -5.555465 1.600893 -1.7321 -1.0086 -0.7273
H -0.872770 -2.283677 0.525525 1.9144 -3.6370 3.9393
C 1.345448 -0.524627 1.817525 1.1721 0.4479 2.7148
O -3.615378 1.037509 -3.305109 0.2200 -1.7768 0.0488
N -2.091426 3.963960 -2.773858 2.1195 4.6084 0.6748
H -1.923710 0.766511 -1.373242 -2.3442 0.8786 0.7338
N -4.808166 -6.176767 -3.445941 4.3132 -1.1759 -0.5699
H 1.951724 -2.422324 0.948641 -0.4511 0.1111 1.5006
N 3.361528 1.046749 -3.079316 5.0431 -4.2111 -0.0048
H 0.664602 3.748717 0.059276 -0.4163 -1.5488 -8.0193
H -1.516715 0.030939 3.591685 -1.6495 1.8677 2.1611
H 3.632882 -0.214413 1.358976 -2.8313 0.4179 1.0486
C -5.939938 1.995078 0.489719 1.8517 -0.7028 -0.9454
H 7.771455 1.031434 0.778042 0.8088 0.5970 -0.0316
H -1.472412 4.061704 1.816202 -3.3650 -0.4862 -0.7679
H 2.377299 4.915071 3.620935 -2.0439 -0.3943 -0.9472
H 8.055282 4.269593 3.877011 -1.0323 -0.8109 -0.8918
H 6.845485 2.332515 4.931292 0.2678 -0.2533 1.2982
C 1.573577 -2.052113 1.958854 -3.4522 -1.6303 -0.6297
C -3.385174 -6.401511 0.577112 2.9537 -1.4440 -1.2478
H 5.143571 1.090840 3.575431 0.0703 0.7256 -0.0358
C -0.480269 4.193818 1.818862 10.8044 1.5960 3.7812
H 3.863488 -3.887480 -0.166035 -0.7453 0.5217 2.1765
H -5.236549 -3.362803 -1.989672 -2.6733 5.9325 3.8021
O 6.058171 -0.392720 -0.394368 -0.2773 0.4491 -0.4815
C -5.627062 0.619442 0.828627 -1.0236 2.4502 -0.6970
C -1.131649 -1.575283 -0.085448 0.3285 3.0253 -6.3404
C -0.923469 0.784706 -1.094867 3.4925 -0.4645 0.0388
H 4.928616 -4.295277 -1.265245 1.6624 -1.4799 -1.5479
H -2.585857 -3.691491 -2.456625 -2.0477 -1.5696 -0.7309
O 1.477634 -0.257628 -0.554346 -0.9723 0.2860 4.3775
H 7.115770 4.080355 1.190358 2.1653 2.9557 -4.4792
H -3.937249 -7.142518 1.057975 -1.4474 -0.5787 1.0252
C 4.181574 -3.607817 -1.113313 -0.4237 1.6467 -0.5886
N 1.610526 4.663194 2.928205 0.9817 -0.5907 -0.1849
H 3.910774 0.103355 -3.573621 -2.2638 3.9159 2.2365
C 6.767387 3.745142 2.025484 -3.8223 -5.9275 6.0239
H 7.873499 -0.150608 2.124188 0.7982 -0.0886 -0.0450
N 6.573917 2.655729 4.049060 -0.4567 1.4513 -3.1255
N 2.997669 -3.730065 -1.927765 -1.4839 -3.1569 -2.2406
H 3.144895 4.059335 -1.174159 0.2420 -3.3478 -1.6621
C 3.968137 1.872339 -2.139156 -0.5996 3.1703 1.0306
H -8.190166 1.361342 2.973777 0.9704 -0.4016 -0.3418
H -0.349633 1.775362 -1.039198 -1.3311 -1.3005 -0.1799
H -1.323480 1.391337 1.353531 1.8457 10.1427 0.5193
C 0.748738 3.850865 0.984022 1.0241 2.5173 9.5539
C 5.609694 2.030719 3.259820 1.5082 1.3485 -3.0851
C -5.699580 -5.417489 -2.805252 1.9513 3.5419 0.2598
N -6.525993 0.339379 1.890222 1.5969 5.6974 -2.4974
C 5.696974 2.618360 1.921627 2.2230 1.4208 3.8903
C -7.336178 1.396390 2.277101 1.0328 2.2697 -2.9191
H 2.218980 -2.366441 2.815062 -0.3746 0.7830 -0.8645
C 2.661675 0.147837 2.013878 5.1859 -10.1673 0.2751
H 3.136552 -0.046252 3.028049 -1.2715 -0.1257 -0.8650
H 0.613991 1.089728 3.057177 0.0521 2.6215 -0.5415
C -5.080293 -0.582653 -3.996738 -1.8627 0.5715 -0.2036
C -0.932279 -0.250363 2.805356 -0.8664 5.7543 -3.7459
C 2.061229 4.151316 1.678484 -4.6706 0.1520 0.8754
H 0.872778 -0.202595 3.819773 2.4852 -2.6819 5.2040
H -4.900581 -0.192262 -4.972539 -0.3397 0.7693 -0.4642
H 0.438493 -2.518595 2.205463 3.2390 0.8027 -0.8563
O 5.795907 -0.924754 1.683465 0.4848 0.8591 -1.1783
H 1.323042 0.803550 -3.809865 1.0674 0.1265 0.0252
H -1.273465 -1.149436 2.743703 -0.9115 -6.3324 -0.8210
H 0.827282 3.104338 -2.542028 1.5184 -0.6511 -0.0472
C 3.075274 3.012524 -1.808884 -1.1647 -2.1352 -1.3635
H -3.749715 3.829352 -3.644163 -3.0798 -3.5327 -2.4267
C 2.112187 1.345377 -3.267813 -4.2258 4.2189 1.1892
H -0.630617 0.238117 -2.011840 1.0013 0.2351 0.5203
H -2.203478 -1.592754 -0.083627 -0.6161 0.3778 -0.3320
H -3.880886 5.133869 -2.619438 0.2949 0.1522 0.1369
H -7.350631 3.559466 1.398939 0.0347 -1.0320 0.1742
H -6.138427 -0.501681 -3.556758 1.7818 0.4081 -0.6907
H -0.187712 4.707770 3.980401 -2.2578 0.7776 5.4488
C -3.484203 -4.392789 -2.720464 -2.5405 -2.5143 -1.5695
H 2.688468 1.051204 1.920933 -0.4093 10.5295 -1.2149
O -1.722509 4.355842 -1.665789 -1.2467 -0.9054 0.2768
H -5.251468 2.517669 -0.443574 -2.4576 -1.2091 3.0905
H 8.358314 -0.622905 0.355741 0.8917 0.0551 0.2937
O -1.896763 -4.755922 1.271270 1.3222 1.3294 -0.7624
O -3.066242 -5.774734 2.721454 -0.1643 -0.0235 1.7208
C 1.834268 2.592021 -2.528719 0.9928 -0.9063 -0.3410
C -3.475138 -5.741780 -3.410733 -2.3123 5.3364 2.8123
O -1.318363 3.433576 -3.517022 -0.2221 -1.7876 -1.2090
H -4.847900 -0.100239 0.255445 -2.3655 1.6380 1.9380
H 4.445870 -2.578639 -1.303319 0.5938 0.2617 0.8734
N 6.438274 -0.411418 0.746444 -1.1798 -2.2692 1.7125
H -2.722110 -6.304464 -3.879072 0.7943 -0.4974 -0.3829
H -6.651336 -0.523892 2.125146 -1.0823 -6.1777 2.2158
H -2.540767 -7.033348 0.157092 -0.7285 1.0620 0.0735
H -4.875254 -1.576713 -4.051775 0.3059 -3.1770 -0.1628
N 0.804095 -0.208920 0.493613 0.6980 -0.6028 -5.3903
O 2.904659 -4.639990 -2.775589 0.6038 1.5559 1.2799
O 2.083820 -2.985613 -1.666190 -0.2338 0.7297 0.1489
H -0.716351 -1.975478 -1.180501 -1.0930 1.2805 2.7151
H -2.501512 0.423176 1.207168 0.1480 -0.8530 -0.0284
C -5.003788 -4.140682 -2.464666 4.8151 -9.9851 -4.1708
C -3.300377 4.670525 -3.410915 1.2094 0.6377 3.9521
C -1.420407 0.484386 1.378488 -0.7407 -10.1173 1.8788
C 0.222700 4.707858 3.109532 1.9699 -2.5057 -9.3999
H 3.185603 4.008827 1.561837 -2.0118 0.2731 -0.3628
```
Positions in Å, forces in eV/Å.

Calculated values
E_LUMO ... -4.76 eV
Net charge ... +1
Strongest force on any atom ... 0.23033 hartree/bohr
Orbital gap ... 0.173 Ha
HOMO energy ... -9.5 eV
2S+1 ... 1

Atomic partial charges in e from the Löwdin method, atoms 1 to 5: 0.07, 0.06, -0.37, 0.16, 0.10

=====

Repeat the third record exactly.
Molecular formula: C2H5NOS
Method: DFT, ωB97M-V/def2-TZVPD

XYZ file:
```
10
Properties=species:S:1:pos:R:3:forces:R:3
H -0.687726 -2.410606 -0.290914 -1.4462 0.9379 0.4950
H -0.642191 1.247649 1.338117 -0.2470 -0.2059 -4.1974
H -1.506842 1.339977 -0.597818 1.1426 0.8183 0.8993
C -0.576602 1.161921 0.003250 -0.2651 -2.5701 2.3660
N -0.143119 -0.216281 -0.472917 -1.2575 -0.6431 3.1405
C 1.237851 -0.435452 0.085812 -3.1109 2.5087 -2.5298
H 0.396945 1.426637 -0.299972 0.1074 3.5399 -0.3983
S -1.524105 -1.308175 0.043017 3.2752 -1.1625 -1.1214
O 1.824573 -1.434273 -0.014590 1.2370 -2.0044 0.7521
H 1.621218 0.628599 0.206019 0.5645 -1.2189 0.5940
```
Positions in Å, forces in eV/Å.

Calculated values
E_LUMO ... 0.41 eV
Net charge ... 0
Strongest force on any atom ... 0.09198 hartree/bohr
Orbital gap ... 0.346 Ha
HOMO energy ... -9.0 eV
2S+1 ... 1

Atomic partial charges in e from the Löwdin method, atoms 1 to 5: -0.10, 0.17, 0.08, -0.20, -0.49

=====

Please write out number 3 again, unchanged.
Molecular formula: C2H5NOS
Method: DFT, ωB97M-V/def2-TZVPD

XYZ file:
```
10
Properties=species:S:1:pos:R:3:forces:R:3
H -0.687726 -2.410606 -0.290914 -1.4462 0.9379 0.4950
H -0.642191 1.247649 1.338117 -0.2470 -0.2059 -4.1974
H -1.506842 1.339977 -0.597818 1.1426 0.8183 0.8993
C -0.576602 1.161921 0.003250 -0.2651 -2.5701 2.3660
N -0.143119 -0.216281 -0.472917 -1.2575 -0.6431 3.1405
C 1.237851 -0.435452 0.085812 -3.1109 2.5087 -2.5298
H 0.396945 1.426637 -0.299972 0.1074 3.5399 -0.3983
S -1.524105 -1.308175 0.043017 3.2752 -1.1625 -1.1214
O 1.824573 -1.434273 -0.014590 1.2370 -2.0044 0.7521
H 1.621218 0.628599 0.206019 0.5645 -1.2189 0.5940
```
Positions in Å, forces in eV/Å.

Calculated values
E_LUMO ... 0.41 eV
Net charge ... 0
Strongest force on any atom ... 0.09198 hartree/bohr
Orbital gap ... 0.346 Ha
HOMO energy ... -9.0 eV
2S+1 ... 1

Atomic partial charges in e from the Löwdin method, atoms 1 to 5: -0.10, 0.17, 0.08, -0.20, -0.49